[1]
Molecular formula: C4H6N2
Method: DFT, ωB97M-V/def2-TZVPD

The HOMO energy is -8.94 eV. The calculation puts the gap between HOMO and LUMO at 9.92 eV. The value obtained for the LUMO energy is 0.98 eV. The total charge is 0. The energy above the lowest of the compared OMol25 structures with the same formula, charge and spin comes out at 93.3 kJ/mol.

Geometry (Å):
1 C 0.9387 0.4029 1.3964
2 C -0.1605 0.1463 0.4137
3 C -0.1750 0.7054 -0.8397
4 C -0.7941 -0.2551 -1.6570
5 N -1.2415 -1.2868 -0.9527
6 N -0.8463 -1.0236 0.3040
7 H 1.0162 1.4337 1.7527
8 H 0.9357 -0.2968 2.2310
9 H 1.8468 0.2097 0.8171
10 H 0.3288 1.6323 -1.0765
11 H -0.7943 -0.2990 -2.7363
12 H -1.1755 -1.6317 1.0384


[2]
Molecular formula: C23H29FN4O4
Method: DFT, ωB97M-V/def2-TZVPD

The HOMO energy is -7.61 eV. The calculation puts the gap between HOMO and LUMO at 8.41 eV. The value obtained for the LUMO energy is 0.80 eV. The total charge is 0. The energy above the lowest of the compared OMol25 structures with the same formula, charge and spin comes out at 2.9 kJ/mol.

Geometry (Å):
1 O -2.2500 1.4387 1.7804
2 C -1.1001 1.2513 1.4193
3 N -0.0932 0.8262 2.1856
4 C -0.1903 0.5920 3.6016
5 C 0.9351 1.3171 4.3552
6 C 0.9411 2.8356 4.1189
7 C 2.4278 3.1561 3.9766
8 C 2.9522 1.8696 3.3435
9 O 2.2003 0.8224 3.9304
10 C -0.6665 1.4590 -0.0343
11 O 0.5110 1.4678 -0.3605
12 N -1.7146 1.5917 -0.8510
13 C -1.6186 1.6819 -2.2824
14 C -1.9395 0.3595 -3.0375
15 C -3.3671 -0.0515 -2.8349
16 C -4.1178 -0.9726 -3.5056
17 C -5.3951 -0.9668 -2.8939
18 C -5.3281 -0.0424 -1.9004
19 O -4.1049 0.5152 -1.8552
20 N -1.0587 -0.7708 -2.7877
21 C -1.2154 -1.4547 -1.5144
22 C -0.3967 -2.7517 -1.5474
23 N 1.0011 -2.5013 -1.8225
24 C 1.8590 -2.1374 -0.7937
25 C 1.4408 -1.9094 0.5243
26 C 2.3306 -1.5830 1.5311
27 C 3.6834 -1.4649 1.2724
28 C 4.1398 -1.7182 -0.0087
29 C 3.2455 -2.0596 -0.9995
30 F 3.7762 -2.3496 -2.2195
31 C 1.1095 -1.8230 -3.1008
32 C 0.3433 -0.4979 -3.0562
33 H 0.8087 0.6948 1.7414
34 H -1.1676 0.9525 3.9310
35 H -0.1142 -0.4813 3.8073
36 H 0.8333 1.0801 5.4235
37 H 0.4664 3.3742 4.9355
38 H 0.4143 3.0683 3.1925
39 H 2.6189 4.0308 3.3602
40 H 2.8811 3.3022 4.9577
41 H 4.0058 1.6767 3.5524
42 H 2.8041 1.8830 2.2540
43 H -2.6313 1.5358 -0.4232
44 H -0.5956 1.9846 -2.5175
45 H -2.3108 2.4493 -2.6389
46 H -1.8105 0.5930 -4.1057
47 H -3.7950 -1.5772 -4.3273
48 H -6.2409 -1.5654 -3.1622
49 H -6.0472 0.3010 -1.1839
50 H -2.2712 -1.6912 -1.3671
51 H -0.8679 -0.8467 -0.6694
52 H -0.5041 -3.2996 -0.6109
53 H -0.7723 -3.3824 -2.3592
54 H 0.3942 -1.9814 0.7740
55 H 1.9667 -1.4042 2.5316
56 H 4.3704 -1.1915 2.0568
57 H 5.1891 -1.6709 -0.2555
58 H 2.1462 -1.6345 -3.3629
59 H 0.6692 -2.4738 -3.8616
60 H 0.4208 0.0034 -4.0238
61 H 0.7992 0.1409 -2.2821


[3]
Molecular formula: CH4BrCuN2O
Method: DFT, ωB97M-V/def2-TZVPD

As for the multiplicity: 2. The HOMO energy (spin up / spin down) is -14.85 / -14.30 eV. The calculation puts the gap between HOMO and LUMO (spin up / spin down) at 9.73 / 5.88 eV. The value obtained for the LUMO energy (spin up / spin down) is -5.12 / -8.42 eV. The total charge is +1. The energy above the lowest of the compared OMol25 structures with the same formula, charge and spin comes out at 206.3 kJ/mol.

Geometry (Å):
1 Cu 0.3909 2.9826 -3.1000
2 Br -0.6722 1.5499 -1.9759
3 C 0.3578 -0.1960 0.8768
4 O 0.9864 0.7020 1.3882
5 N 0.2587 -1.4629 1.2466
6 N -0.4326 0.0067 -0.1182
7 H 0.7132 -1.7202 2.1111
8 H -0.1194 -2.0334 0.5039
9 H -1.0452 -0.7502 -0.3863
10 H -0.4377 0.9215 -0.5463


[4]
Molecular formula: C3H5O3PS
Method: DFT, ωB97M-V/def2-TZVPD

The HOMO energy is -8.99 eV. The calculation puts the gap between HOMO and LUMO at 8.73 eV. The value obtained for the LUMO energy is -0.26 eV. The total charge is 0. The energy above the lowest of the compared OMol25 structures with the same formula, charge and spin comes out at 215.3 kJ/mol.

Geometry (Å):
1 C -1.0362 -0.9410 2.3041
2 C -0.7153 -0.1722 1.1300
3 C -0.3321 0.8854 0.6194
4 O 0.0391 1.5925 -0.3559
5 P 1.0614 0.4290 -1.7687
6 O 0.3011 0.9652 -3.0135
7 O 0.2981 -0.8903 -1.2498
8 S 2.9964 0.7169 -1.6685
9 H -0.2213 -1.7061 2.3609
10 H -0.9327 -0.2636 3.2321
11 H -1.9307 -1.4894 2.2349
12 H 0.7974 1.6519 -3.5411
13 H -0.3251 -0.7784 -0.2839


[5]
Molecular formula: C4H10O4
Method: DFT, ωB97M-V/def2-TZVPD

As for the multiplicity: 2. The HOMO energy (spin up / spin down) is -14.37 / -14.42 eV. The calculation puts the gap between HOMO and LUMO (spin up / spin down) at 7.11 / 5.18 eV. The value obtained for the LUMO energy (spin up / spin down) is -7.26 / -9.24 eV. The total charge is +1. The energy above the lowest of the compared OMol25 structures with the same formula, charge and spin comes out at 481.5 kJ/mol.

Geometry (Å):
1 C -1.9227 0.4579 -1.0867
2 C -0.4233 0.2125 -1.0946
3 C -0.1606 -0.9960 -0.2075
4 O 1.1390 -1.6041 -0.3903
5 C -2.7298 0.6212 0.0399
6 O -2.4274 0.4656 1.2508
7 H -0.2896 -0.7537 0.9140
8 H -2.4431 0.7440 -1.9959
9 H -0.0903 0.1527 -2.1080
10 H 0.0737 0.9771 -0.5505
11 H -0.9187 -1.6911 -0.5030
12 H -3.8084 0.5774 -0.2816
13 H 2.7049 2.2668 0.1209
14 H 2.4782 0.7918 0.4285
15 O 2.4437 1.4690 -0.2399
16 H 1.6945 -1.1940 0.4118
17 H 2.9636 -1.2880 1.9144
18 O 2.4763 -0.6251 1.3473


[6]
Molecular formula: C2H5BO
Method: DFT, ωB97M-V/def2-TZVPD

The HOMO energy is -10.65 eV. The calculation puts the gap between HOMO and LUMO at 10.92 eV. The value obtained for the LUMO energy is 0.28 eV. The total charge is 0. The energy above the lowest of the compared OMol25 structures with the same formula, charge and spin comes out at 210.9 kJ/mol.

Geometry (Å):
1 B 0.2552 -0.2673 -0.3709
2 C 1.6492 -0.0128 0.1393
3 C -1.0839 0.3655 0.2626
4 O 2.7536 -0.0340 0.3118
5 H -1.6958 0.6537 -0.6374
6 H 0.4433 -0.1986 -1.5117
7 H 0.3359 -1.3894 0.0167
8 H -0.8520 1.2647 0.9522
9 H -1.8054 -0.3820 0.8375


[7]
Molecular formula: C30H46Br2Cl38N2O2S
Method: DFT, ωB97M-V/def2-TZVPD

The HOMO energy is -8.76 eV. The calculation puts the gap between HOMO and LUMO at 7.24 eV. The value obtained for the LUMO energy is -1.52 eV. The total charge is 0.

Geometry (Å):
1 C -3.7009 -1.0722 3.9627
2 C -3.3773 0.3181 3.1843
3 Br -3.0164 1.9243 4.2898
4 C -3.3568 0.3341 1.7426
5 Br -2.9208 1.9797 0.7463
6 C -3.7161 -1.0779 1.0500
7 C -5.1327 -1.1989 0.3800
8 C -5.5879 -2.5482 -0.2876
9 C -4.5523 -3.7564 -0.2359
10 N -4.8213 -5.0843 -0.7823
11 S -3.3848 -5.9275 -0.4171
12 N -2.3260 -4.8077 0.3579
13 C -3.1028 -3.5873 0.4282
14 C -2.6484 -2.2321 1.0838
15 C -1.2322 -1.9453 1.7587
16 C -0.4721 -3.2423 2.3076
17 O -0.9460 -4.1219 3.0616
18 O 0.9149 -3.3802 1.9162
19 H -4.6522 -1.5958 3.5553
20 H -3.8595 -0.8043 5.0688
21 H -2.8220 -1.8091 3.9315
22 H -5.8504 -0.2984 0.3646
23 H -6.6229 -2.6248 -0.7624
24 H -0.5511 -1.4318 0.9759
25 H -1.2810 -1.1935 2.6466
26 H 1.3558 -2.4997 2.0161
27 C 0.0412 -7.4675 3.7796
28 Cl -0.7207 -8.9397 3.1637
29 Cl 0.9434 -7.7895 5.2661
30 H 0.7263 -7.0815 3.0261
31 H -0.7317 -6.7288 3.9874
32 C -2.2252 6.2204 1.1296
33 Cl -1.8746 5.5665 -0.4750
34 Cl -3.9495 6.1049 1.5044
35 H -1.6620 5.6532 1.8710
36 H -1.9258 7.2675 1.1584
37 C 4.2646 -3.2181 0.0483
38 Cl 3.5136 -1.7912 0.7742
39 Cl 4.3698 -3.0565 -1.7072
40 H 5.2688 -3.3358 0.4544
41 H 3.6649 -4.0945 0.2877
42 C -7.9575 -1.1582 4.7398
43 Cl -6.3908 -0.5982 4.1397
44 Cl -8.0444 -2.9234 4.7446
45 H -8.0977 -0.7940 5.7566
46 H -8.7443 -0.7668 4.0961
47 C 3.6361 -9.7367 7.2721
48 Cl 2.7582 -8.6574 8.3621
49 Cl 5.0966 -10.3722 8.0403
50 H 2.9884 -10.5691 7.0008
51 H 3.9190 -9.1828 6.3778
52 C 1.7563 0.7315 2.8914
53 Cl 1.8328 1.0402 1.1525
54 Cl 0.1625 0.1259 3.3629
55 H 2.5093 -0.0116 3.1530
56 H 1.9537 1.6603 3.4256
57 C -5.2319 5.0858 -2.3704
58 Cl -5.8888 3.4768 -2.6965
59 Cl -5.6744 6.2265 -3.6470
60 H -5.6285 5.4448 -1.4216
61 H -4.1455 5.0205 -2.3148
62 C 2.9788 -6.8045 -1.7750
63 Cl 2.0568 -5.7506 -0.6965
64 Cl 4.4412 -7.4053 -0.9843
65 H 2.3561 -7.6519 -2.0591
66 H 3.2627 -6.2406 -2.6630
67 C -0.3619 1.6159 6.9716
68 Cl 1.1970 2.2293 6.4040
69 Cl -0.4054 -0.1501 6.9351
70 H -0.5234 1.9528 7.9947
71 H -1.1500 2.0021 6.3268
72 C 1.6091 5.1459 1.9565
73 Cl 0.2406 4.6978 2.9825
74 Cl 1.4142 6.7805 1.3126
75 H 2.5233 5.1041 2.5473
76 H 1.6738 4.4434 1.1261
77 C -8.9080 7.4055 -5.8313
78 Cl -10.2804 6.9571 -4.8116
79 Cl -9.1008 9.0397 -6.4783
80 H -7.9959 7.3655 -5.2358
81 H -8.8385 6.7027 -6.6607
82 C 2.0508 9.9523 -1.0029
83 Cl 2.3472 11.6474 -0.5974
84 Cl 0.5686 9.3624 -0.2400
85 H 1.9538 9.8590 -2.0843
86 H 2.8910 9.3526 -0.6545
87 C 5.1333 0.3503 -2.6437
88 Cl 4.3635 1.7808 -1.9443
89 Cl 5.2395 0.4790 -4.4028
90 H 6.1349 0.2540 -2.2368
91 H 4.5446 -0.5290 -2.3882
92 C 4.7948 -3.1911 -6.2819
93 Cl 3.8692 -2.5564 -4.9162
94 Cl 5.7768 -4.5792 -5.7971
95 H 4.1036 -3.5017 -7.0640
96 H 5.4513 -2.4076 -6.6597
97 C 8.3888 -2.2659 -2.9220
98 Cl 7.4752 -1.6320 -1.5465
99 Cl 9.3520 -3.6718 -2.4555
100 H 7.6903 -2.5592 -3.7054
101 H 9.0546 -1.4878 -3.2932
102 C -9.8458 6.4704 -9.8415
103 Cl -8.7027 5.5294 -8.8749
104 Cl -11.3287 6.7964 -8.9374
105 H -9.3823 7.4175 -10.1147
106 H -10.0953 5.9084 -10.7405
107 C 4.7275 0.3169 -8.0940
108 Cl 3.5179 -0.8304 -8.6824
109 Cl 6.3415 -0.0979 -8.6843
110 H 4.4681 1.3153 -8.4435
111 H 4.7339 0.2965 -7.0054
112 C 2.4038 9.6290 -5.5787
113 Cl 2.3582 10.7599 -4.2204
114 Cl 3.4292 8.2358 -5.2159
115 H 1.3923 9.2804 -5.7828
116 H 2.8006 10.1426 -6.4533
117 C 8.4750 -8.5299 8.6207
118 Cl 9.1368 -7.8650 10.1190
119 Cl 9.3798 -9.9564 8.0995
120 H 7.4360 -8.8112 8.7869
121 H 8.5316 -7.7710 7.8414


[8]
Molecular formula: C11H15ClFeNO2PrS2
Method: DFT, ωB97M-V/def2-TZVPD

As for the multiplicity: 8. The HOMO energy (spin up / spin down) is -3.46 / -4.89 eV. The calculation puts the gap between HOMO and LUMO (spin up / spin down) at 5.59 / 6.87 eV. The value obtained for the LUMO energy (spin up / spin down) is 2.13 / 1.98 eV. The total charge is -1.

Geometry (Å):
1 Pr 0.3507 0.3254 -4.3700
2 Cl 0.6471 -1.9798 -3.0318
3 C 2.5562 1.3866 -4.4882
4 C -0.8885 -1.1742 -5.8471
5 H 2.6761 1.8169 -5.4967
6 H 2.6770 2.2033 -3.7601
7 H 3.3691 0.6645 -4.3280
8 H -0.9102 -0.8255 -6.8905
9 H -1.9252 -1.2945 -5.4950
10 H -0.4159 -2.1679 -5.8153
11 Fe -0.0772 -0.5457 -1.4567
12 C -1.7092 -0.9595 -0.4767
13 C -0.8124 0.9783 -2.2618
14 H -2.5660 -0.5543 -1.0396
15 H -1.7603 -2.0632 -0.4667
16 H -1.7317 -0.5968 0.5667
17 H -1.9013 0.9800 -2.0082
18 H -0.4050 1.8314 -1.6564
19 O 0.5215 3.2299 2.9390
20 S 1.3583 2.0714 3.1385
21 O 2.6274 2.2208 3.8099
22 N 1.5527 1.2350 1.6942
23 C 0.9932 0.0456 1.6855
24 S 1.1494 -0.9186 0.2686
25 C 0.3346 -0.3317 2.9510
26 C -0.4165 -1.4575 3.3002
27 C -1.0478 -1.5101 4.5459
28 C -0.9151 -0.4436 5.4460
29 C -0.1684 0.6962 5.1045
30 C 0.4261 0.7330 3.8498
31 H -0.4815 -2.2688 2.5793
32 H -1.6408 -2.3812 4.8200
33 H -1.4113 -0.4902 6.4132
34 H -0.0551 1.5450 5.7765


[9]
Molecular formula: C6H10
Method: DFT, ωB97M-V/def2-TZVPD

The HOMO energy is -8.87 eV. The calculation puts the gap between HOMO and LUMO at 10.14 eV. The value obtained for the LUMO energy is 1.28 eV. The total charge is 0. The energy above the lowest of the compared OMol25 structures with the same formula, charge and spin comes out at 120.2 kJ/mol.

Geometry (Å):
1 C -0.6099 2.4369 0.8469
2 C -0.1533 1.2301 0.1014
3 C -0.8712 0.1248 -0.0680
4 C -0.2758 -1.0919 -0.6868
5 C 1.2075 -1.2192 -0.7931
6 C 0.4493 -2.1838 0.0826
7 H -1.6468 2.3166 1.1754
8 H -0.5193 3.3431 0.2407
9 H 0.0144 2.5712 1.7400
10 H 0.8609 1.2451 -0.2989
11 H -1.9372 0.1270 0.1891
12 H -0.9250 -1.5396 -1.4421
13 H 1.6798 -1.5339 -1.7235
14 H 1.8544 -0.5501 -0.2192
15 H 0.5419 -2.0841 1.1644
16 H 0.3304 -3.1922 -0.3089


[10]
Molecular formula: C4H6N2S
Method: DFT, ωB97M-V/def2-TZVPD

The HOMO energy is -9.13 eV. The calculation puts the gap between HOMO and LUMO at 9.82 eV. The value obtained for the LUMO energy is 0.69 eV. The total charge is 0. The energy above the lowest of the compared OMol25 structures with the same formula, charge and spin comes out at 263.2 kJ/mol.

Geometry (Å):
1 H 0.7586 2.2952 -0.0955
2 N 1.5570 1.6838 -0.1430
3 C 1.1369 0.4842 -0.1900
4 C -0.2609 0.1171 -0.1108
5 C -1.4426 -0.1732 -0.0542
6 C -2.8685 -0.3829 -0.0567
7 N 1.9463 -0.6554 -0.3943
8 S 3.6023 -0.4014 -0.0605
9 H -3.0860 -0.8859 0.9002
10 H -3.2263 -1.0261 -0.8205
11 H -3.2527 0.6194 -0.0578
12 H 1.5976 -1.5574 -0.1599
13 H 3.5384 -0.1174 1.2429


[11]
Molecular formula: H15O8V
Method: DFT, ωB97M-V/def2-TZVPD

As for the multiplicity: 5. The HOMO energy (spin up / spin down) is -17.04 / -18.27 eV. The calculation puts the gap between HOMO and LUMO (spin up / spin down) at 10.08 / 5.83 eV. The value obtained for the LUMO energy (spin up / spin down) is -6.96 / -12.44 eV. The total charge is +2.

Geometry (Å):
1 V -0.3362 0.4593 -0.0962
2 O 1.3233 -0.3749 0.9426
3 H 1.8775 -1.0389 1.3970
4 O -0.3711 -1.4474 -1.0668
5 H -0.0532 -1.8054 -1.8956
6 H -0.7449 -2.1997 -0.6080
7 O 0.8072 1.5956 -1.7715
8 H 0.5211 1.8661 -2.6439
9 H 1.7548 1.7301 -1.7772
10 O -2.2311 0.9061 -1.0371
11 H -2.7674 0.7578 -1.8160
12 H -2.8181 1.3455 -0.4218
13 O -0.0715 2.3373 0.9644
14 H 0.7413 2.7263 1.2871
15 H -0.7644 2.8276 1.4067
16 O 0.0968 -2.4422 1.9510
17 H 0.5018 -1.6465 1.6061
18 H 0.6598 -3.1517 1.6414
19 O 2.7923 -0.9731 -1.3253
20 H 3.0648 -0.0666 -1.4675
21 H 2.1814 -0.9275 -0.5898
22 O -1.7706 -0.1375 1.5063
23 H -1.7306 -0.5433 2.3723
24 H -2.6629 0.2030 1.4418


[12]
Molecular formula: C20H40NO4S3
Method: DFT, ωB97M-V/def2-TZVPD

The HOMO energy is -5.08 eV. The calculation puts the gap between HOMO and LUMO at 7.05 eV. The value obtained for the LUMO energy is 1.97 eV. The total charge is -1.

Geometry (Å):
1 C 4.4303 -3.2035 2.3179
2 C 2.9667 -3.6287 1.8849
3 C 3.0010 -4.7118 0.7642
4 C 1.5059 -4.9670 0.2817
5 C 1.1309 -3.7913 -0.6842
6 C -0.4036 -3.4780 -0.7569
7 C -0.6318 -2.4784 -1.9516
8 C -1.4908 -1.1944 -1.5680
9 N -0.6595 -0.0092 -1.8426
10 C -1.3920 1.2766 -1.6710
11 C -2.6966 1.3989 -2.5172
12 C -3.9881 1.0454 -1.6861
13 C -4.5492 2.2269 -0.8398
14 C -3.6943 2.6227 0.4175
15 C -3.3374 1.4345 1.3786
16 C -3.9643 1.5447 2.8129
17 C -5.2387 0.5877 2.8386
18 C 0.4603 0.0806 -0.9592
19 S 0.5415 -0.5068 0.5762
20 S 1.9150 0.9743 -1.6047
21 C 2.3253 2.0979 -0.1820
22 C 2.6247 3.5569 -0.6486
23 C 3.6873 4.2466 0.2779
24 O 4.8064 3.4041 0.5810
25 S 5.9182 3.3361 -0.6484
26 O 6.2419 1.9156 -0.8281
27 O 5.3720 3.8933 -1.8942
28 O 7.1124 4.1186 -0.1723
29 H 5.0865 -4.0995 2.2597
30 H 4.8238 -2.4812 1.5649
31 H 4.3858 -2.7559 3.3298
32 H 2.3770 -3.9890 2.7636
33 H 2.4640 -2.6864 1.5627
34 H 3.5021 -4.2517 -0.1235
35 H 3.5058 -5.6506 1.0751
36 H 0.8184 -5.0874 1.1437
37 H 1.5696 -5.8884 -0.3493
38 H 1.7127 -2.8763 -0.4252
39 H 1.4655 -4.0601 -1.7182
40 H -0.9493 -4.4437 -0.8689
41 H -0.7860 -3.0182 0.1836
42 H -1.1749 -3.0267 -2.7613
43 H 0.3417 -2.1900 -2.4111
44 H -1.8808 -1.2507 -0.5235
45 H -2.3869 -1.2524 -2.2289
46 H -1.5227 1.4567 -0.5809
47 H -0.6997 2.0779 -2.0312
48 H -2.6293 0.6902 -3.3691
49 H -2.8549 2.4290 -2.9117
50 H -3.8223 0.1083 -1.1157
51 H -4.7782 0.7999 -2.4431
52 H -4.6119 3.1162 -1.5091
53 H -5.5952 2.0408 -0.4892
54 H -4.2791 3.3613 1.0096
55 H -2.7956 3.1673 0.0401
56 H -2.2240 1.4256 1.4940
57 H -3.5788 0.4322 0.9517
58 H -4.2240 2.5800 3.1121
59 H -3.2201 1.1419 3.5398
60 H -5.9796 0.9198 3.5948
61 H -5.6645 0.6414 1.8093
62 H -4.8509 -0.4317 3.0354
63 H 1.4672 2.1471 0.5284
64 H 3.1544 1.6065 0.3611
65 H 2.8571 3.6609 -1.7249
66 H 1.6805 4.1395 -0.4828
67 H 4.0643 5.1681 -0.2242
68 H 3.2388 4.5371 1.2560